# 1
22
Properties=species:S:1:pos:R:3 method="wB97M-V/def2-TZVPD" energy_ev=-9411.6642 largest_force_ha_per_bohr=0.0473 e_homo_ha=-0.455 multiplicity=1 total_charge=+1 gap_ev=9.1 relative_energy_kcal_mol=46.1
N 1.7852 -1.1028 -0.5883
C 0.2844 -1.2066 -0.5878
C -0.3731 0.0735 -1.1057
N -0.8286 0.8774 0.0388
C -2.2646 0.6687 0.1988
C -0.5165 2.3294 -0.0982
H 2.0938 -0.7912 0.3367
H 2.1885 -0.4378 -1.2553
H 2.2182 -1.9537 -0.9486
H -0.0281 -1.5354 0.3957
H 0.0112 -2.0157 -1.2534
H -1.0683 -0.0354 -1.9273
H 0.4234 0.6073 -1.6426
H -2.8788 1.3106 -0.4423
H -2.5933 0.8622 1.2198
H -2.5322 -0.3744 0.0267
H -0.1984 2.5830 0.9094
H -1.2460 2.8684 -0.6953
H 0.4497 2.4088 -0.6106
H 1.7190 -1.0677 3.1270
H 1.5754 -2.4885 2.5865
O 1.7791 -1.5800 2.3161

# 2
22
Properties=species:S:1:pos:R:3 method="wB97M-V/def2-TZVPD" energy_ev=-9412.7529 largest_force_ha_per_bohr=0.0394 e_homo_ha=-0.493 multiplicity=1 total_charge=+1 gap_ev=10.3 relative_energy_kcal_mol=21.0
C 1.6838 1.0675 -1.6069
C 0.4260 0.5470 -0.9015
C 0.5763 0.7490 0.6095
C -0.6137 0.1988 1.4246
N -1.4573 -0.7407 0.6494
N -0.8195 1.2297 -1.2554
H 1.6702 2.1620 -1.5212
H 2.5277 0.8992 -0.9331
H 1.7844 0.7772 -2.6466
H 0.3874 -0.5102 -1.1253
H 1.4621 0.2420 0.9354
H 0.6810 1.8012 0.8830
H -1.2460 1.0374 1.7188
H -0.2644 -0.1698 2.3867
H -2.2396 -1.0399 1.2148
H -1.9031 -0.1338 -0.0665
H -0.8821 -1.4251 0.1431
H -0.8155 2.2154 -1.0559
H -1.1711 1.0221 -2.1785
H 0.4956 -2.1829 1.7345
H 0.3556 -3.5281 0.9552
O 0.3299 -2.5660 0.8692

# 3
22
Properties=species:S:1:pos:R:3 method="wB97M-V/def2-TZVPD" energy_ev=-9411.7584 largest_force_ha_per_bohr=0.0648 e_homo_ha=-0.495 multiplicity=1 total_charge=+1 gap_ev=10.5 relative_energy_kcal_mol=43.9
C -0.7340 -1.4459 1.2167
N 0.6694 -1.6925 1.6971
C -0.8764 0.1236 1.0956
N -0.4967 0.6899 -0.2810
C 0.9940 0.5268 -0.4960
C -2.2040 0.6367 1.5510
H -1.4069 -1.7264 2.0045
H -0.8090 -1.8597 0.2076
H 0.7114 -1.4312 2.6756
H 0.9290 -2.6596 1.5481
H -0.0421 0.5736 1.6485
H -0.8863 1.6285 -0.3116
H -0.9486 0.0818 -0.9686
H 1.3310 1.4652 -0.9416
H 1.2946 -0.2391 -1.2027
H 1.5692 0.2517 0.4113
H -2.3382 1.2715 2.4056
H -2.9331 -0.1981 1.6898
H -2.7404 1.0954 0.7127
H 3.0358 0.6856 -3.7087
H 2.2946 1.5853 -4.5886
O 2.1253 0.9054 -3.9284

# 4
22
Properties=species:S:1:pos:R:3 method="wB97M-V/def2-TZVPD" energy_ev=-9398.9518 largest_force_ha_per_bohr=0.0948 s_squared=0.75 e_homo_ha="-0.751 / -0.750" multiplicity=2 total_charge=+2 gap_ev="13.4 / 7.6" relative_energy_kcal_mol=45.0
N 1.0795 -1.7414 -1.0580
C 1.9627 -0.6428 -0.5820
C 1.4858 -0.0505 0.7205
N -0.0075 0.1568 0.7459
C -0.5578 1.3307 0.0701
C -1.8685 1.7922 0.8273
H 1.3250 -1.9582 -2.0545
H 0.9609 -2.5193 -0.4562
H 0.0566 -1.3512 -1.0250
H 2.0922 0.1100 -1.3315
H 2.9028 -1.0878 -0.3169
H 1.6505 -0.6962 1.5478
H 2.0000 0.9449 0.7831
H -0.3834 0.2112 1.7166
H 0.1626 2.2523 -0.0636
H -0.8373 1.1610 -0.9571
H -1.6609 2.3282 1.7292
H -2.3727 0.8612 1.2564
H -2.4341 2.5016 0.2284
H -1.6625 -0.7998 0.0639
H -2.3786 -1.4242 -1.1734
O -1.5154 -1.3788 -0.6710

# 5
23
Properties=species:S:1:pos:R:3 method="wB97M-V/def2-TZVPD" energy_ev=-11458.1005 largest_force_ha_per_bohr=0.1005 e_homo_ha=-0.403 multiplicity=1 total_charge=+1 gap_ev=7.9 relative_energy_kcal_mol=72.8
C -1.1311 0.6230 0.1277
C 0.3652 0.6389 -0.1734
C 1.0371 -0.6917 0.0125
C 0.8883 -1.7314 -0.8239
N 1.7818 -2.7545 -1.0096
N -1.3419 0.9028 1.7149
H -1.7158 -0.2759 0.0863
H -1.4940 1.4533 -0.3501
H 0.2646 0.8726 -1.2933
H 1.0184 1.4097 0.2909
H 1.6929 -0.6559 0.7702
H -0.0741 -1.7988 -1.4902
H 2.6384 -3.0283 -0.5351
H 1.6922 -3.3244 -1.8272
H -0.5439 0.4156 2.1770
H -1.2702 1.9112 1.9912
H -2.0732 0.4894 2.2460
H -0.0327 -2.0099 -3.4743
H -1.1679 -1.2243 -4.1531
O -0.4867 -1.1368 -3.5648
H -0.3069 3.1454 3.9270
H 0.2518 3.7603 2.4335
O 0.0077 3.0098 2.9179

# 6
26
Properties=species:S:1:pos:R:3 method="wB97M-V/def2-TZVPD" energy_ev=-17610.9276 largest_force_ha_per_bohr=0.0379 e_homo_ha=-0.178 multiplicity=1 total_charge=-1 gap_ev=8.3 relative_energy_kcal_mol=37.7
N 0.3500 -2.0278 1.9726
C -0.2908 -0.7698 1.7019
C -1.4096 -0.8452 0.6968
N -2.1596 0.2547 0.3640
C -1.8037 1.6334 0.7366
C -0.6270 2.2532 -0.1215
O 0.5918 1.9861 0.4396
O -1.7358 -1.9137 0.1862
H 0.8312 -2.3936 1.1601
H -0.3330 -2.7143 2.2753
H -0.6785 -0.3253 2.6701
H 0.4603 -0.0277 1.3707
H -2.8264 0.1415 -0.3801
H -1.5158 1.6394 1.7917
H -2.7243 2.2179 0.6243
H -0.7275 1.9072 -1.1602
H -0.8040 3.3574 -0.0885
H 1.9504 -1.9972 -2.0683
H 1.0787 -3.0393 -1.3568
O 1.9849 -2.8821 -1.6501
H 1.5150 1.6988 -0.4000
H 2.9856 0.9440 -0.6023
O 2.3689 1.4062 -1.1792
H 0.4150 -0.4368 -2.2760
H 1.7940 0.3379 -2.0826
O 1.3101 -0.4049 -2.6244